Density functional theory data (ωB97M-V/def2-TZVPD) for a gas-phase ion, C2HN2O3S (charge -1) at a distorted geometry.

XYZ file:
```
9
Properties=species:S:1:pos:R:3
C -1.7927 0.0410 0.1641
C 0.2517 -0.1286 -0.2087
N -0.6932 0.7206 0.2725
N -0.2131 -1.3313 -0.5210
O 2.4226 1.2557 -0.9795
O 2.2734 0.3771 1.3389
O -1.6102 -1.2539 -0.2771
S 2.2399 0.0935 -0.1065
H -2.8784 0.2259 0.3174
```

Calculated values
LUMO, eV: 3.73
Charge: -1
M, Da: 133.11
Gap between HOMO and LUMO, eV: 7.6
Largest force on an atom, eV/A: 2.77

Want to see where the charge sits? The natural (NBO) charges in e are: 0.321, 0.061, -0.497, -0.206, -1.027, -1.027, -0.346, 1.539, 0.181

=====

Density functional theory data (ωB97M-V/def2-TZVPD) for 2 unconnected molecules or ions with the total composition C4H6N2 at a distorted geometry.

XYZ file:
```
12
Properties=species:S:1:pos:R:3
N 2.0269 0.7129 1.2710
C 2.0670 0.1782 0.2377
C 1.7792 -0.4985 -0.9170
N -0.2503 -0.3267 0.4346
C -1.7073 -0.4729 0.5281
C -1.1262 0.7961 0.0766
H 1.6696 0.1122 -1.8040
H 2.1136 -1.5278 -0.9658
H -2.0767 -0.5692 1.5541
H -2.1932 -1.1220 -0.1909
H -1.2114 1.0669 -0.9757
H -1.0914 1.6507 0.7513
```

Calculated values
LUMO (alpha / beta), eV: -0.38 / -0.87
Charge: 0
M, Da: 82.11
Gap between HOMO and LUMO (alpha / beta), eV: 8.8 / 9.1
Largest force on an atom, eV/A: 1.93

Want to see where the charge sits? The natural (NBO) charges in e are: -0.281, 0.202, -0.338, -0.215, -0.336, -0.337, 0.219, 0.225, 0.218, 0.213, 0.210, 0.221

=====

The lowest charge belongs to which entry? C2HN2O3S

=====

Look up the largest force on an atom of the second one. 1.93 eV/A

=====

Look up the M of the second one. 82.11 Da

=====

The lowest M belongs to which entry? C4H6N2